C21H36F8O5P | the ωB97M-V functional and the def2-TZVPD basis

Properties
- HOMO-LUMO gap: 6.720 eV
- Calculated total energy: -2337.8013 a.u.
- Charge: +1
- LUMO: -4.38 eV

Last column: Löwdin charge in e.
Positions of all 71 atoms, in Å:
O (-1.413, -4.465, 1.322)  0.133
C (-1.137, -3.287, 0.988)  -0.333
F (-1.784, -2.709, -0.139)  0.031
C (-0.076, -2.482, 1.929)  -0.167
P (0.595, -1.050, 0.894)  1.237
C (0.683, 0.625, 1.771)  -0.399
F (0.337, 1.635, 0.790)  0.037
F (2.014, 0.912, 2.211)  0.057
C (-0.306, 0.817, 3.020)  -0.214
F (-0.021, 2.135, 3.545)  0.092
F (-0.005, -0.074, 4.118)  0.079
C (-1.875, 0.841, 2.647)  -0.276
F (-2.335, -0.316, 1.963)  0.093
F (-2.237, 2.065, 1.994)  0.111
F (-2.577, 0.861, 3.906)  0.096
H (0.775, -3.235, 2.124)  0.141
H (-0.662, -2.187, 2.866)  0.122
H (1.965, -1.403, 0.551)  0.083
H (-0.082, -0.872, -0.366)  0.063
C (-3.622, -0.854, -4.130)  -0.167
C (-3.044, -1.413, -2.850)  -0.184
C (-1.570, -1.516, -3.188)  -0.227
O (-1.284, -0.469, -4.123)  -0.143
C (-2.524, 0.086, -4.587)  -0.192
H (-4.582, -0.354, -3.997)  0.120
H (-3.753, -1.659, -4.861)  0.122
H (-3.191, -0.699, -2.033)  0.113
H (-3.479, -2.369, -2.551)  0.117
H (-1.338, -2.470, -3.673)  0.124
H (-0.929, -1.407, -2.308)  0.075
H (-2.637, 1.077, -4.135)  0.119
H (-2.493, 0.200, -5.672)  0.123
C (1.916, -4.433, -4.906)  -0.171
C (2.491, -3.046, -5.088)  -0.167
C (1.907, -2.306, -3.901)  -0.204
O (1.741, -3.270, -2.850)  -0.173
C (1.922, -4.584, -3.398)  -0.205
H (2.486, -5.214, -5.414)  0.119
H (0.888, -4.461, -5.281)  0.118
H (3.582, -3.082, -5.005)  0.119
H (2.236, -2.586, -6.044)  0.121
H (0.920, -1.894, -4.137)  0.094
H (2.551, -1.493, -3.556)  0.117
H (2.884, -4.966, -3.041)  0.118
H (1.130, -5.245, -3.039)  0.116
C (-3.688, 4.878, 3.549)  -0.187
C (-4.196, 5.989, 4.440)  -0.176
C (-5.616, 5.542, 4.722)  -0.200
O (-5.613, 4.107, 4.693)  -0.132
C (-4.367, 3.661, 4.145)  -0.224
H (-2.600, 4.793, 3.529)  0.109
H (-4.038, 5.036, 2.523)  0.118
H (-3.619, 6.011, 5.370)  0.118
H (-4.144, 6.978, 3.982)  0.117
H (-6.305, 5.891, 3.947)  0.119
H (-5.979, 5.888, 5.693)  0.120
H (-3.774, 3.238, 4.964)  0.114
H (-4.549, 2.877, 3.406)  0.104
C (5.954, 1.478, 0.933)  -0.168
C (6.726, 0.219, 1.258)  -0.169
C (5.613, -0.770, 1.542)  -0.201
O (4.492, -0.377, 0.735)  -0.188
C (4.750, 0.929, 0.196)  -0.209
H (6.520, 2.201, 0.344)  0.122
H (5.634, 1.967, 1.860)  0.119
H (7.296, -0.102, 0.381)  0.122
H (7.419, 0.332, 2.093)  0.122
H (5.302, -0.728, 2.591)  0.117
H (5.895, -1.798, 1.303)  0.120
H (4.958, 0.815, -0.874)  0.121
H (3.863, 1.558, 0.313)  0.105

Cartesian forces (eV/Å) of the 6 atoms listed first:
1.366 6.185 -1.932
-1.709 -5.390 1.354
1.911 -0.539 2.676
-1.082 -0.504 -1.588
1.164 -0.839 -0.203
1.274 2.867 0.155

C21H36N3O3V | the ωB97M-V functional and the def2-TZVPD basis

Properties
- HOMO-LUMO gap (spin up / spin down): 6.266 / 6.234 eV
- Calculated total energy: -2155.8494 a.u.
- Charge: -1
- LUMO (spin up / spin down): 3.00 / 2.99 eV
- Multiplicity: 2

Last column: Löwdin charge in e.
Positions of all 64 atoms, in Å:
V (0.384, -0.514, 0.422)  0.938
C (2.561, -0.556, 1.628)  -0.282
C (1.888, 0.115, 2.658)  -0.243
C (1.461, 1.373, 2.162)  -0.261
C (1.857, 1.492, 0.830)  -0.269
C (2.506, 0.264, 0.451)  -0.332
C (3.311, 0.031, -0.799)  -0.042
C (1.581, 2.674, -0.053)  -0.051
C (0.581, 2.329, 2.899)  -0.037
C (1.585, -0.403, 4.031)  -0.038
C (3.283, -1.862, 1.725)  -0.045
H (4.337, 0.403, -0.693)  0.077
H (2.863, 0.525, -1.663)  0.059
H (3.365, -1.031, -1.042)  0.077
H (1.938, 3.603, 0.403)  0.077
H (0.512, 2.800, -0.252)  0.074
H (2.090, 2.574, -1.010)  0.059
H (1.145, 2.989, 3.568)  0.076
H (-0.149, 1.788, 3.503)  0.063
H (0.020, 2.957, 2.203)  0.074
H (2.089, 0.178, 4.811)  0.075
H (1.899, -1.441, 4.143)  0.064
H (0.511, -0.357, 4.242)  0.061
H (4.330, -1.714, 2.014)  0.080
H (3.261, -2.397, 0.775)  0.068
H (2.826, -2.521, 2.466)  0.069
N (-1.234, -3.367, 1.789)  0.003
C (-0.611, -4.283, 0.847)  -0.191
C (0.570, -3.670, 0.089)  -0.618
O (1.250, -4.418, -0.600)  0.018
O (0.820, -2.425, 0.296)  -0.146
H (-0.529, -2.882, 2.327)  0.061
H (-1.838, -3.865, 2.433)  0.065
H (-1.347, -4.586, 0.096)  0.115
H (-0.216, -5.202, 1.297)  0.106
C (-2.546, -0.453, 3.170)  -0.062
C (-2.332, 0.207, 1.806)  -0.548
C (-3.210, -0.419, 0.731)  -0.065
O (-0.993, 0.177, 1.452)  -0.312
H (-3.594, -0.378, 3.475)  0.070
H (-1.930, 0.034, 3.926)  0.056
H (-2.271, -1.512, 3.121)  0.052
H (-2.630, 1.266, 1.913)  0.127
H (-2.948, -1.469, 0.625)  0.065
H (-3.029, 0.074, -0.224)  0.062
H (-4.274, -0.333, 0.981)  0.070
N (-0.195, -0.366, -1.275)  -0.037
C (-0.562, -0.552, -2.445)  -0.218
N (-0.331, 0.274, -3.469)  -0.158
C (0.177, 1.626, -3.246)  -0.167
C (-0.971, 2.632, -3.209)  -0.185
C (-1.806, 2.527, -4.484)  -0.216
C (-2.280, 1.092, -4.711)  -0.192
C (-1.098, 0.126, -4.691)  -0.197
H (0.867, 1.884, -4.059)  0.121
H (0.734, 1.623, -2.311)  0.070
H (-0.581, 3.646, -3.084)  0.107
H (-1.592, 2.411, -2.339)  0.114
H (-1.192, 2.840, -5.338)  0.107
H (-2.659, 3.209, -4.442)  0.101
H (-2.820, 1.009, -5.659)  0.102
H (-2.969, 0.802, -3.911)  0.112
H (-0.442, 0.334, -5.547)  0.114
H (-1.427, -0.909, -4.753)  0.107

Cartesian forces (eV/Å) of the 6 atoms listed first:
0.208 0.289 -0.227
-0.008 0.126 -0.337
-0.115 -0.116 -0.105
-0.075 -0.042 -0.071
-0.160 -0.297 -0.224
0.285 0.132 0.248

C21H37As3O4Y | the ωB97M-V functional and the def2-TZVPD basis

Properties
- HOMO-LUMO gap: 7.893 eV
- Calculated total energy: -7868.8794 a.u.
- Charge: +1
- LUMO: -2.95 eV

Last column: Löwdin charge in e.
Positions of all 66 atoms, in Å:
Y (1.632, -1.003, -0.141)  1.244
C (2.709, 2.467, 1.952)  -0.294
As (1.275, 1.875, 0.783)  1.078
C (1.363, 3.245, -0.592)  -0.288
C (-0.254, 2.472, 1.855)  -0.340
C (-1.674, 1.961, 1.529)  -0.665
C (-1.952, 2.094, 0.033)  -0.090
C (-1.868, 0.516, 2.024)  -0.335
As (-1.199, -0.988, 0.964)  1.086
C (-2.676, -1.350, -0.245)  -0.287
C (-1.475, -2.401, 2.269)  -0.286
C (-2.630, 2.856, 2.347)  -0.381
As (-4.616, 2.926, 2.196)  1.144
C (-5.183, 1.151, 1.563)  -0.358
C (-4.786, 3.854, 0.476)  -0.346
H (2.554, 3.505, 2.243)  0.039
H (3.658, 2.369, 1.429)  0.034
H (2.732, 1.839, 2.841)  0.029
H (1.290, 4.231, -0.133)  0.039
H (0.558, 3.115, -1.311)  0.020
H (2.316, 3.159, -1.113)  0.033
H (-0.238, 3.562, 1.772)  0.083
H (-0.009, 2.238, 2.895)  0.085
H (-1.240, 1.508, -0.561)  0.050
H (-1.870, 3.134, -0.286)  0.096
H (-2.953, 1.747, -0.219)  0.053
H (-2.931, 0.309, 2.144)  0.046
H (-1.416, 0.406, 3.014)  0.088
H (-3.612, -1.377, 0.312)  0.031
H (-2.511, -2.317, -0.717)  0.031
H (-2.734, -0.586, -1.018)  0.022
H (-2.479, -2.331, 2.686)  0.039
H (-0.740, -2.310, 3.067)  0.031
H (-1.350, -3.368, 1.784)  0.033
H (-2.366, 3.905, 2.173)  0.066
H (-2.438, 2.680, 3.410)  0.067
H (-5.137, 0.420, 2.369)  0.017
H (-4.630, 0.788, 0.697)  -0.006
H (-6.230, 1.260, 1.279)  0.024
H (-4.253, 4.804, 0.527)  0.021
H (-5.843, 4.073, 0.325)  0.018
H (-4.421, 3.281, -0.374)  0.007
C (1.423, -4.936, -2.408)  0.004
C (1.606, -3.453, -2.260)  -0.322
O (1.295, -2.970, -1.142)  -0.115
C (2.102, -2.657, -3.356)  -0.095
C (2.412, -3.296, -4.581)  -0.024
C (2.862, -2.596, -5.666)  -0.069
C (3.018, -1.206, -5.559)  -0.047
C (2.730, -0.548, -4.390)  -0.003
C (2.274, -1.246, -3.259)  -0.315
O (2.019, -0.581, -2.157)  -0.242
H (1.043, -5.337, -1.474)  0.091
H (2.369, -5.418, -2.653)  0.103
H (0.723, -5.161, -3.214)  0.101
H (2.290, -4.367, -4.665)  0.109
H (3.094, -3.105, -6.591)  0.109
H (3.373, -0.641, -6.411)  0.115
H (2.854, 0.523, -4.304)  0.120
C (4.821, -1.970, 3.039)  -0.040
O (4.667, -1.208, 1.819)  -0.090
C (3.493, -1.224, 1.233)  -0.465
O (2.545, -1.876, 1.761)  -0.182
H (5.854, -1.825, 3.336)  0.094
H (4.616, -3.021, 2.853)  0.093
H (4.143, -1.598, 3.804)  0.091

Cartesian forces (eV/Å) of the 6 atoms listed first:
-0.068 0.021 0.203
0.000 -0.003 0.013
0.004 -0.042 -0.030
0.010 0.024 -0.002
-0.066 0.034 0.024
-0.019 0.002 -0.002

> What is the charge in the first record?

+1